# 1
{"formula": "C4H6NO2", "method": "wB97M-V/def2-TZVPD", "multiplicity": 1, "total_energy_ev": -9830.1671, "charge": -1, "homo_energy_ev": -4.33, "homo_lumo_gap_ha": 0.30975, "elements": ["O", "C", "O", "H", "C", "C", "C", "N", "H", "H", "H", "H", "H"], "coordinates": [[-1.90, 0.30, -0.50], [-2.59, 0.51, 0.53], [-2.33, 1.19, 1.54], [-3.59, 0.00, 0.53], [2.00, -0.68, -0.23], [1.15, -1.31, -1.04], [0.61, 1.01, 0.52], [1.58, 0.21, 0.76], [3.07, -0.87, -0.22], [0.09, -1.08, -1.02], [1.51, -2.09, -1.70], [-0.08, 1.33, 1.30], [0.50, 1.46, -0.47]], "mulliken_charge": [-0.63, -0.02, -0.67, 0.36, -0.06, -0.60, -0.34, -0.50, 0.33, 0.23, 0.24, 0.34, 0.32]}

# 2
{"formula": "C4H6NO3", "method": "wB97M-V/def2-TZVPD", "multiplicity": 1, "total_energy_ev": -11876.5475, "charge": -1, "homo_energy_ev": -4.52, "homo_lumo_gap_ha": 0.31396, "elements": ["O", "C", "C", "C", "C", "O", "O", "N", "H", "H", "H", "H", "H", "H"], "coordinates": [[-2.74, 0.24, -0.60], [-1.87, -0.39, 0.14], [-0.11, -0.15, -0.20], [-0.85, 0.28, 1.04], [1.46, 0.50, 0.00], [2.53, -0.17, -0.41], [1.46, 1.64, 0.60], [0.20, -1.60, -0.45], [-2.13, -1.54, 0.36], [-0.29, 0.33, -1.17], [-0.45, -0.22, 1.89], [-0.96, 1.33, 1.30], [1.14, -1.74, -0.78], [-0.48, -2.06, -1.01]], "mulliken_charge": [-0.67, 0.04, 0.48, -0.56, 0.46, -0.75, -0.68, -0.72, 0.29, 0.15, 0.31, 0.21, 0.26, 0.19]}

# 3
{"formula": "C4H6NO3", "method": "wB97M-V/def2-TZVPD", "multiplicity": 1, "total_energy_ev": -11875.8309, "charge": -1, "homo_energy_ev": -3.37, "homo_lumo_gap_ha": 0.27236, "elements": ["O", "C", "C", "C", "N", "C", "O", "O", "H", "H", "H", "H", "H", "H"], "coordinates": [[1.96, -0.44, 1.02], [1.29, 0.04, 0.00], [-0.13, 0.69, 0.36], [-0.78, -0.25, 1.38], [-0.85, 0.75, -0.90], [-0.09, -0.18, -1.76], [0.87, -0.90, -1.05], [-0.19, -0.35, -2.96], [1.69, 0.93, -0.55], [0.16, 1.70, 0.68], [-1.89, -0.16, 1.57], [-0.59, -1.26, 1.04], [-0.32, -0.17, 2.38], [-1.14, -0.41, -1.21]], "mulliken_charge": [-0.85, -0.10, 0.30, -1.26, -0.55, 0.69, -0.35, -0.61, 0.28, 0.38, 0.33, 0.30, 0.29, 0.14]}

# 4
{"formula": "C4H6NOP", "method": "wB97M-V/def2-TZVPD", "multiplicity": 3, "total_energy_ev": -17065.9424, "homo_energy_ev": [-5.01, -9.00], "s2": 2.03, "homo_lumo_gap_ha": [0.20117, 0.20335], "elements": ["C", "C", "C", "C", "N", "O", "P", "H", "H", "H", "H", "H", "H"], "coordinates": [[0.77, 0.21, 0.73], [0.71, -0.08, -0.71], [1.78, 0.40, 1.57], [-0.73, 0.13, 0.83], [-0.79, -0.09, -0.61], [1.41, -0.28, -1.66], [-1.92, -0.83, -1.64], [1.61, 0.58, 2.62], [2.80, 0.39, 1.22], [-1.11, -0.70, 1.44], [-1.23, 1.06, 1.13], [-0.95, -1.13, -2.60], [-2.34, 0.33, -2.33]], "mulliken_charge": [0.49, 0.29, -1.36, -0.24, 0.20, -0.60, -0.10, 0.29, 0.31, 0.24, 0.25, 0.10, 0.12]}

# 5
{"formula": "C4H6NP", "method": "wB97M-V/def2-TZVPD", "multiplicity": 1, "smiles": "C[C@@H]1C=CN=P1", "total_energy_ev": -15021.5787, "homo_energy_ev": -8.82, "homo_lumo_gap_ha": 0.31191, "elements": ["C", "C", "C", "C", "N", "P", "H", "H", "H", "H", "H", "H"], "coordinates": [[0.22, 0.29, 1.23], [0.50, -0.76, 0.08], [-0.23, -0.41, -1.17], [-1.37, -1.07, -1.42], [-1.78, -2.01, -0.46], [-0.73, -2.30, 0.65], [0.70, 0.16, 2.08], [-0.86, 0.45, 1.30], [0.54, 1.26, 0.89], [1.49, -0.49, -0.31], [0.16, 0.38, -1.85], [-2.08, -1.13, -2.33]], "mulliken_charge": [-1.32, -0.04, -0.19, -0.36, -0.35, 0.11, 0.43, 0.38, 0.37, 0.34, 0.31, 0.34]}

# 6
{"formula": "C4H6NP", "method": "wB97M-V/def2-TZVPD", "multiplicity": 1, "total_energy_ev": -15019.7092, "homo_energy_ev": [-8.47, -7.92], "homo_lumo_gap_ha": [0.29682, 0.23290], "elements": ["C", "C", "C", "C", "N", "P", "H", "H", "H", "H", "H", "H"], "coordinates": [[-3.49, 0.40, 0.00], [-0.72, -0.35, -0.02], [0.43, -1.33, 0.20], [-0.53, 1.13, 0.04], [-3.98, 1.44, 0.24], [-2.86, -1.17, -0.20], [0.77, -1.05, 1.25], [1.24, -0.91, -0.41], [0.10, -2.31, 0.01], [-0.06, 1.49, -0.96], [0.29, 1.19, 0.81], [-1.53, 1.46, 0.23]], "mulliken_charge": [0.44, 0.12, -0.97, -0.82, -0.43, -0.09, 0.29, 0.31, 0.34, 0.26, 0.26, 0.30]}

# 7
{"formula": "C4H6O", "method": "wB97M-V/def2-TZVPD", "multiplicity": 1, "total_energy_ev": -6288.7200, "homo_energy_ev": -8.50, "homo_lumo_gap_ha": 0.35270, "elements": ["O", "C", "C", "C", "C", "H", "H", "H", "H", "H", "H"], "coordinates": [[-0.92, 1.40, 1.88], [-0.43, 1.14, 0.67], [-0.12, -0.24, 0.41], [-0.31, -0.67, -1.04], [1.06, -0.46, -0.51], [-0.86, 2.31, 1.40], [-0.30, -0.97, 1.20], [-0.67, -1.68, -1.18], [-0.72, 0.07, -1.72], [1.67, -1.33, -0.28], [1.60, 0.42, -0.83]], "mulliken_charge": [-0.31, -1.02, 0.43, -0.55, -0.55, 0.60, 0.35, 0.24, 0.28, 0.24, 0.28]}

# 8
{"formula": "C4H6O", "method": "wB97M-V/def2-TZVPD", "multiplicity": 1, "smiles": "C=C(C)C=O", "total_energy_ev": -6291.2243, "homo_energy_ev": -9.91, "homo_lumo_gap_ha": 0.37079, "elements": ["C", "C", "C", "C", "O", "H", "H", "H", "H", "H", "H"], "coordinates": [[-0.08, 1.54, 0.04], [-0.07, 0.23, 0.05], [1.11, -0.74, 0.10], [-1.38, -0.55, -0.03], [-2.51, -0.08, 0.13], [-1.02, 2.07, -0.21], [0.95, 2.02, 0.07], [0.97, -1.53, -0.69], [2.04, -0.15, -0.29], [1.27, -1.11, 1.11], [-1.28, -1.69, -0.29]], "mulliken_charge": [-0.72, 0.68, -1.06, -0.11, -0.49, 0.30, 0.25, 0.35, 0.30, 0.27, 0.23]}

# 9
{"formula": "C4H6O", "method": "wB97M-V/def2-TZVPD", "multiplicity": 1, "smiles": "O=C1CCC1", "total_energy_ev": -6290.5192, "homo_energy_ev": -9.56, "homo_lumo_gap_ha": 0.38511, "elements": ["O", "C", "C", "C", "C", "H", "H", "H", "H", "H", "H"], "coordinates": [[0.03, 1.39, 1.93], [0.16, 0.69, 0.95], [-0.25, -0.75, 0.71], [-0.26, -0.53, -0.80], [0.44, 0.98, -0.48], [0.50, -1.45, 1.10], [-1.24, -0.98, 1.09], [-1.20, -0.50, -1.34], [0.39, -1.28, -1.32], [0.23, 2.01, -0.83], [1.19, 0.43, -1.03]], "mulliken_charge": [-0.57, 0.55, -0.45, -0.58, -0.63, 0.26, 0.26, 0.30, 0.28, 0.36, 0.23]}

# 10
{"formula": "C4H6O", "method": "wB97M-V/def2-TZVPD", "multiplicity": 1, "total_energy_ev": -6289.1013, "homo_energy_ev": -8.65, "homo_lumo_gap_ha": 0.35044, "elements": ["C", "C", "C", "O", "C", "H", "H", "H", "H", "H", "H"], "coordinates": [[-1.30, -0.34, -0.12], [-0.04, 0.24, 0.54], [1.30, -0.17, -0.08], [1.32, 1.13, -0.74], [0.24, 1.61, -0.12], [-2.15, -0.36, 0.57], [-1.13, -1.36, -0.49], [-0.10, 0.22, 1.63], [1.31, -1.00, -0.80], [2.15, -0.24, 0.60], [-1.59, 0.28, -0.98]], "mulliken_charge": [-1.22, 0.39, -0.44, -0.17, -0.43, 0.31, 0.31, 0.39, 0.26, 0.24, 0.34]}

What did the tenth record say?
{"formula": "C4H6O", "method": "wB97M-V/def2-TZVPD", "multiplicity": 1, "total_energy_ev": -6289.1013, "homo_energy_ev": -8.65, "homo_lumo_gap_ha": 0.35044, "elements": ["C", "C", "C", "O", "C", "H", "H", "H", "H", "H", "H"], "coordinates": [[-1.30, -0.34, -0.12], [-0.04, 0.24, 0.54], [1.30, -0.17, -0.08], [1.32, 1.13, -0.74], [0.24, 1.61, -0.12], [-2.15, -0.36, 0.57], [-1.13, -1.36, -0.49], [-0.10, 0.22, 1.63], [1.31, -1.00, -0.80], [2.15, -0.24, 0.60], [-1.59, 0.28, -0.98]], "mulliken_charge": [-1.22, 0.39, -0.44, -0.17, -0.43, 0.31, 0.31, 0.39, 0.26, 0.24, 0.34]}

Question: Which formula does entry 5 have?
Answer: C4H6NP